Entry 1:
76
Properties=species:S:1:pos:R:3:lowdin_charge:R:1 method="wB97M-V/def2-TZVPD" gap_ha=0.25856
C 2.67596 0.87072 2.27602 -0.029
C 1.72891 0.74324 1.11115 -0.118
C 1.99646 -0.56981 0.11092 -0.185
C 2.97475 -0.23013 -1.15993 -0.299
C 4.58697 -0.21633 -0.79769 -0.169
C 5.17467 -1.72418 -0.51281 -0.195
C 4.19673 -2.94833 -1.00282 -0.503
P 5.16382 -4.58640 -0.58546 0.378
S 5.35740 -5.77997 -2.10950 0.125
O 3.88993 -2.80953 -2.43590 -0.305
S 2.79899 -1.46732 -2.60213 0.854
O 3.33292 -0.67789 -3.86058 -0.384
O 1.33101 -1.89885 -2.84061 -0.357
H 3.53768 1.66085 2.35896 0.024
H 2.52078 0.15681 3.21146 0.074
H 0.84657 1.50525 0.96267 0.070
H 2.50547 -1.38049 0.82321 0.120
H 0.95827 -0.95871 -0.31897 0.117
H 2.75300 0.83352 -1.65348 0.164
H 5.13038 0.16301 -1.79059 0.128
H 4.87891 0.57770 0.03089 0.130
H 6.17711 -1.82474 -1.15277 0.137
H 5.39371 -1.89203 0.64003 0.127
H 3.18486 -3.03780 -0.41919 0.126
H 6.47548 -4.24767 -0.01717 -0.002
H 4.43725 -5.25484 0.49647 -0.015
C -3.82762 1.97367 1.36633 -0.278
S -2.30712 1.15190 1.90034 0.828
O -1.19381 1.65133 1.02744 -0.581
C -2.76704 -0.49413 1.30719 -0.264
H -3.74899 3.03740 1.60360 0.039
H -3.96000 1.85238 0.28863 0.038
H -4.68028 1.54726 1.89981 0.058
H -2.96475 -0.46328 0.23319 0.031
H -3.65426 -0.84050 1.84251 0.057
H -1.93772 -1.17790 1.50294 0.049
C -6.60258 0.97617 -2.55439 -0.270
S -5.44828 -0.41402 -2.46842 0.826
O -4.94855 -0.49889 -1.05636 -0.567
C -4.14886 0.36148 -3.45981 -0.260
H -7.48833 0.72887 -1.96424 0.050
H -6.13594 1.87592 -2.14652 0.034
H -6.89652 1.14345 -3.59318 0.053
H -3.83348 1.29906 -2.99612 0.060
H -4.52243 0.54888 -4.46928 0.053
H -3.29738 -0.32114 -3.51117 0.054
C -7.88024 4.88882 -1.02475 -0.271
S -6.25128 5.14613 -0.28132 0.826
O -5.44495 3.90369 -0.52016 -0.564
C -6.82123 5.10333 1.43510 -0.269
H -7.76297 4.84222 -2.11014 0.050
H -8.31101 3.95068 -0.66697 0.057
H -8.53518 5.72474 -0.76835 0.052
H -7.31722 4.15201 1.64122 0.059
H -7.51070 5.93227 1.61173 0.053
H -5.95428 5.20906 2.09148 0.050
C 3.34812 5.01964 2.71474 -0.267
S 5.04955 4.42524 2.55910 0.820
O 5.05573 2.97208 2.93214 -0.579
C 5.70020 5.35196 3.96999 -0.272
H 2.73998 4.53645 1.94618 0.051
H 2.95208 4.76690 3.70112 0.061
H 3.32397 6.10169 2.56629 0.052
H 5.15921 5.07872 4.87893 0.058
H 5.59963 6.42334 3.78091 0.052
H 6.75754 5.10450 4.09002 0.050
C 1.34514 -8.84784 -0.05017 -0.273
S 2.40199 -7.38515 -0.17674 0.760
O 1.82670 -6.33341 0.72533 -0.576
C 1.93348 -6.96325 -1.87240 -0.281
H 1.44654 -9.26337 0.95534 0.048
H 0.30230 -8.57234 -0.22412 0.057
H 1.66377 -9.59344 -0.78231 0.052
H 0.85445 -6.80389 -1.93399 0.059
H 2.23291 -7.77008 -2.54550 0.057
H 2.45175 -6.04465 -2.15737 0.007



Entry 2:
81
Properties=species:S:1:pos:R:3:lowdin_charge:R:1 method="wB97M-V/def2-TZVPD" de_lowest_ev=0.000 gap_ha=0.27687
C 3.61888 -3.28087 -1.39522 -0.080
C 4.63890 -2.85744 -0.25502 -0.233
O 5.11888 -1.49960 -0.38075 -0.051
C 4.04779 -0.58798 -0.36060 -0.397
O 3.14724 -0.83264 0.42870 0.062
C 4.00729 0.65122 -1.34083 -0.072
C 2.54045 1.15216 -1.63579 -0.173
C 2.44840 2.74458 -1.87632 -0.130
C 1.05789 3.18294 -1.25815 -0.133
C -0.14745 2.40185 -1.80193 0.083
C -1.52099 2.63402 -1.32346 -0.156
O -2.49366 1.82578 -1.87113 -0.091
C -3.73756 2.50930 -2.12382 -0.141
C -4.83369 1.85404 -1.13559 -0.196
N -4.29818 0.72079 -0.35120 -0.082
C -4.37270 -0.57703 -1.08631 -0.166
C -2.95629 -1.23278 -1.38650 -0.388
C -2.86951 -2.78912 -1.08010 -0.065
O -2.56171 -1.02459 -2.76547 -0.087
C -1.71880 3.68756 -0.26277 -0.226
N -2.91408 4.02344 0.33562 -0.244
S -2.53694 5.23025 1.43373 0.954
N -0.87520 5.40223 1.23818 -0.235
C -0.50569 4.47353 0.27586 -0.240
C 0.90258 4.21143 -0.22815 -0.001
B 2.15354 5.00560 0.38249 -0.532
O 2.98311 5.79587 -0.45403 0.108
O 2.38663 4.85056 1.78608 0.110
H 2.56960 -2.94076 -1.13106 0.081
H 3.55458 -4.40240 -1.48820 0.077
H 3.89761 -2.77555 -2.35981 0.079
H 5.54055 -3.53151 -0.37900 0.129
H 4.20661 -3.10901 0.74735 0.096
H 4.71362 1.46066 -1.00347 0.124
H 4.42267 0.26227 -2.32370 0.128
H 1.89801 0.95187 -0.72334 0.112
H 2.03589 0.58732 -2.47526 0.121
H 2.34724 2.92757 -2.98897 0.120
H 3.31932 3.28678 -1.42585 0.106
H 0.01428 1.60489 -2.58034 0.126
H -4.07768 2.24777 -3.17061 0.126
H -3.69037 3.62437 -2.03571 0.117
H -5.75795 1.50985 -1.68417 0.108
H -5.10983 2.66361 -0.39014 0.103
H -4.91839 0.57977 0.45635 0.105
H -4.98705 -0.47471 -2.04203 0.126
H -4.94240 -1.34233 -0.46972 0.105
H -2.20213 -0.67781 -0.74942 0.122
H -1.77100 -3.06889 -1.07885 0.084
H -3.33958 -3.04185 -0.09397 0.071
H -3.32352 -3.34201 -1.95624 0.080
H -3.35992 -0.93470 -3.31567 0.080
H 3.89966 5.56816 -0.19166 0.125
H 2.48488 3.88490 1.91647 0.110
O 3.34841 -0.60785 3.56263 -0.055
H 4.07346 0.00541 3.39111 0.026
H 2.97390 -0.77683 2.68759 0.013
O 3.33037 -5.17405 1.23463 -0.049
H 2.62700 -5.13848 1.89493 0.017
H 3.63963 -6.08620 1.26341 0.044
O 1.98077 5.37710 -3.17486 -0.056
H 2.16588 5.58633 -2.24573 0.001
H 1.95483 6.23732 -3.60854 0.044
O -6.74023 -3.12942 -1.01524 -0.072
H -7.46178 -3.08245 -0.37715 0.018
H -6.44879 -4.04569 -0.96763 0.030
O -8.89286 -4.74166 -0.30420 -0.056
H -9.18381 -4.52164 -1.19751 0.051
H -8.50463 -5.61977 -0.39438 0.048
O -1.70185 -1.43973 1.66772 -0.055
H -2.42689 -0.80251 1.65608 0.031
H -0.92104 -0.90343 1.84867 0.040
O 6.00254 0.32677 5.06254 -0.059
H 5.45118 -0.45789 5.17451 0.024
H 6.66563 0.24844 5.75742 0.038
O 1.19432 -4.31928 3.56713 -0.066
H 0.39626 -4.44443 4.09060 0.039
H 1.51918 -3.45110 3.84090 0.009
O 2.08358 -2.93308 5.71482 -0.052
H 2.42567 -2.02908 5.71271 0.037
H 2.31544 -3.27013 6.58735 0.050



Entry 3:
66
Properties=species:S:1:pos:R:3:lowdin_charge:R:1 method="wB97M-V/def2-TZVPD" total_charge=-1 gap_ha=0.21335
C -1.67694 -0.85517 -3.91446 -0.154
C -2.25504 -0.13999 -5.28295 -0.313
N -1.71543 1.24967 -5.54370 -0.070
B -2.43417 2.31469 -4.73783 -0.818
N -3.76141 2.77449 -5.30511 0.081
C -4.83680 2.17881 -4.70142 -0.351
C -5.93805 1.44436 -5.72181 -0.119
C -5.19787 2.15178 -3.10614 -0.101
H -1.52251 -1.99758 -4.17986 0.056
H -2.46842 -0.85069 -3.02143 0.067
H -0.70019 -0.30954 -3.57240 0.072
H -3.43832 -0.18420 -5.19310 0.086
H -1.97998 -0.81134 -6.22269 0.100
H -1.64945 1.47776 -6.56052 0.075
H -2.46406 1.94680 -3.62136 0.024
H -1.71806 3.27582 -4.74555 0.022
H -5.95771 2.05527 -6.72728 0.066
H -7.01794 1.54466 -5.23030 0.054
H -5.68168 0.31534 -5.93045 0.062
H -5.80326 1.13917 -2.92085 0.072
H -4.28318 2.11253 -2.37866 0.058
H -5.91029 3.05665 -2.89286 0.072
C -0.59903 3.11421 -1.24412 -0.087
C -0.84313 1.74904 -0.60984 -0.263
N 0.37979 1.04170 -0.21879 -0.180
C 0.14638 -0.35963 0.14528 -0.247
C -0.70986 -0.63623 1.37930 -0.093
C 1.29471 1.76745 0.66544 -0.251
C 0.75165 2.23145 2.01385 -0.094
H 0.05670 3.03325 -2.11783 0.086
H -1.55047 3.54542 -1.57741 0.073
H -0.15325 3.82225 -0.53839 0.056
H -1.37729 1.14540 -1.35309 0.102
H -1.52504 1.87329 0.23819 0.093
H 1.10738 -0.87231 0.26267 0.100
H -0.33158 -0.85640 -0.71025 0.105
H -0.15605 -0.45288 2.30280 0.041
H -1.00600 -1.69018 1.39302 0.070
H -1.62739 -0.04178 1.39643 0.068
H 1.66958 2.64589 0.12855 0.100
H 2.19240 1.16038 0.84007 0.104
H -0.25059 2.66258 1.94060 0.069
H 1.40847 3.00515 2.42753 0.068
H 0.72796 1.41732 2.74133 0.042
C 2.15549 -0.74907 5.40806 -0.093
C 2.94627 -2.05234 5.36632 -0.272
N 2.85176 -2.77107 4.09224 -0.187
C 3.39642 -4.13135 4.15352 -0.252
C 4.89312 -4.28234 4.41723 -0.097
C 3.21130 -2.01322 2.89139 -0.246
C 4.61914 -1.42871 2.82223 -0.086
H 1.09853 -0.91975 5.17656 0.078
H 2.21273 -0.31078 6.41150 0.073
H 2.54981 -0.00570 4.70805 0.062
H 2.54591 -2.69138 6.16223 0.115
H 3.98721 -1.83954 5.63230 0.093
H 3.14653 -4.66762 3.23150 0.111
H 2.86203 -4.67446 4.94511 0.107
H 5.48394 -4.04906 3.52857 0.054
H 5.11731 -5.32092 4.68139 0.069
H 5.23990 -3.65591 5.24357 0.066
H 2.49535 -1.19221 2.77400 0.089
H 3.04751 -2.63691 2.00310 0.118
H 4.93300 -0.96887 3.76338 0.069
H 4.65573 -0.64971 2.05219 0.072
H 5.35635 -2.18368 2.54091 0.054